# 1
10 unconnected molecules or ions with the total composition C4H30N2O10S in a non-equilibrium geometry, computed with ωB97M-V with the def2-TZVPD basis set.

```
47
Properties=species:S:1:pos:R:3:forces:R:3:nbo_charge:R:1
C -0.87356 0.44766 -0.39463 0.318 -0.082 -1.056 -0.24
N -1.07279 -0.36194 0.79068 0.082 -2.464 -0.126 -0.69
C -0.03717 -0.45647 1.77148 0.982 1.679 0.695 0.10
O -0.17838 0.61479 2.70546 0.036 0.465 0.397 -0.79
C -0.63455 -0.22223 -1.80027 0.304 0.589 1.297 -0.07
C -0.98256 0.79743 -2.87231 -0.675 -0.349 -0.014 -0.54
S -1.23899 0.05940 -4.50538 -0.293 0.164 -0.205 -0.03
N 0.80227 -0.57226 -1.84740 -0.619 -0.782 -0.155 -0.89
H 0.09831 0.93719 -0.38403 -0.475 1.039 0.964 0.22
H -1.76579 1.07639 -0.43112 0.470 0.639 -0.404 0.17
H -1.22905 -1.34200 0.55166 -0.309 0.172 -0.255 0.38
H -0.01191 -1.35727 2.35554 -0.674 -0.681 -0.294 0.18
H 0.98439 -0.33205 1.39766 -0.095 0.078 -0.387 0.15
H -1.00808 0.46698 3.18543 0.083 -0.036 0.009 0.49
H -1.26149 -1.11046 -1.89242 0.114 -0.120 -0.258 0.20
H -0.35842 1.68257 -2.88843 0.610 -0.103 0.035 0.24
H -1.94361 1.22493 -2.62463 -0.556 -0.011 -0.121 0.23
H -0.01642 -0.39893 -4.77440 0.274 0.027 0.169 0.11
H 1.29976 0.10146 -2.41637 -0.036 0.127 -0.067 0.36
H 0.91663 -1.46972 -2.31233 0.157 0.222 -0.055 0.40
H 2.66663 -0.37362 -0.46240 -0.629 0.362 -0.425 0.51
H 3.91936 -0.26134 -1.41878 -0.223 0.401 -0.173 0.48
O 3.54116 -0.70017 -0.66129 0.944 -0.933 0.598 -0.99
H 1.93748 -2.74691 -1.38067 0.092 -0.007 0.286 0.48
H 3.02212 -2.91032 -2.41449 0.040 -0.038 -0.019 0.48
O 2.10164 -3.13312 -2.24650 0.012 -0.208 -0.096 -0.95
H 1.01607 2.33254 2.38467 -0.909 -0.068 0.204 0.48
H 2.30952 1.64033 2.54501 0.320 -0.326 0.189 0.46
O 1.88765 2.30965 2.01340 0.791 0.438 -0.583 -0.95
H 0.16949 -3.92428 0.47489 0.797 -0.737 -0.038 0.49
H 1.07454 -3.34783 1.71457 0.544 -0.654 -0.793 0.50
O 0.28070 -3.30268 1.18252 -1.448 1.178 0.446 -0.99
H -1.70515 4.30734 2.10335 -0.284 1.274 0.247 0.48
H -1.30486 3.02621 1.68117 0.621 -0.488 -0.528 0.47
O -1.14412 3.94422 1.42462 -0.438 -0.942 0.690 -0.94
H -3.43190 0.03688 2.78323 0.067 -0.013 -0.409 0.49
H -2.49351 1.16650 2.24950 -0.094 -0.408 -0.708 0.48
O -2.89581 0.79360 3.02954 -0.292 0.317 1.121 -0.95
H -3.69170 -0.82668 -0.28915 0.084 0.591 0.154 0.48
H -5.02527 0.05507 -0.29480 0.506 0.230 0.076 0.48
O -4.64154 -0.81491 -0.41038 -0.525 -0.776 -0.160 -0.95
H 3.35795 -2.53060 2.22211 0.480 0.319 -0.198 0.48
H 3.67571 -2.32772 0.67894 0.300 0.598 0.048 0.51
O 3.14859 -2.79649 1.32532 -0.708 -0.809 0.288 -0.98
H 1.00235 3.38457 -0.78127 1.034 -0.083 0.493 0.47
H -0.35559 3.68340 -0.10828 0.402 0.147 -0.353 0.49
O 0.08988 3.53089 -0.95899 -1.183 0.061 -0.526 -0.98
```
Forces are in eV/Å.

- LUMO level: 0.13 eV
- SMILES: N[C@H](CS)CNCO.O.O.O.O.O.O.O.O.O
- Charge: 0
- 2S+1: 1
- E_HOMO: -0.331 hartree
- Calculated total energy: -38924.568 eV
- Energy above the lowest of the compared OMol25 structures with the same formula, charge and spin: 0.0 kcal/mol
- Max |F|: 0.04801 hartree/bohr
- Frontier orbital gap: 9.14 eV


# 2
A molecular structure, C18H17N3O2 in a non-equilibrium geometry, computed with ωB97M-V with the def2-TZVPD basis set.

```
40
Properties=species:S:1:pos:R:3:forces:R:3:nbo_charge:R:1
O 1.98779 3.36608 -6.19231 -0.632 -1.606 1.569 -0.61
N 0.36248 -1.64042 2.14050 0.434 1.282 -1.920 -0.42
N 2.18108 1.17886 -3.41490 1.200 -1.497 1.399 -0.25
O -1.32676 -0.06107 1.54620 1.877 -3.085 1.727 -0.42
C 1.56524 2.66862 -5.24669 -0.935 2.366 -1.327 0.64
C -0.67965 -1.01780 2.47655 -2.904 0.952 2.897 0.50
C 1.11658 1.28102 -2.73836 -2.016 1.579 -1.429 0.26
C 0.55621 -1.09025 0.90146 -0.299 -0.126 -4.566 0.09
C -0.49496 -0.27212 0.47165 2.941 -0.080 0.872 0.22
C -2.12271 -2.23903 6.42045 -1.408 2.590 -2.794 -0.20
C -2.98345 -1.57363 5.49550 1.891 -0.119 0.041 -0.20
C -0.78465 -2.22598 6.16035 0.478 0.358 -0.609 -0.22
C -2.50695 -1.07838 4.26831 0.421 -1.533 0.259 -0.20
C -0.28935 -1.82607 4.88695 -0.187 -0.489 -0.588 -0.18
C -1.16610 -1.31076 3.84898 -0.954 0.205 2.370 -0.09
N 2.39385 1.84873 -4.55158 -0.663 0.560 -1.226 -0.44
C 1.75930 -1.41619 -0.01004 -0.372 0.284 2.804 -0.44
C -0.47865 0.54445 -0.79693 -0.961 1.164 -0.408 -0.44
C 1.69011 -0.78318 -1.35956 -2.545 0.153 -1.101 -0.38
C -0.66680 1.50429 -4.60583 1.071 0.212 0.221 -0.40
C 0.14678 2.77399 -4.74524 1.138 -0.420 0.096 -0.31
C 0.94044 0.65536 -1.35337 1.997 -2.142 -0.960 -0.24
C -0.02201 2.09023 -3.35825 -1.868 0.941 1.260 -0.29
H -2.58469 -2.47271 7.31686 -0.277 -0.758 1.831 0.21
H -3.95035 -1.30882 5.85630 -0.848 -0.188 -0.244 0.21
H -0.18137 -2.40404 7.04739 0.675 -0.488 -0.695 0.22
H -3.24344 -0.76834 3.55342 -0.095 0.682 -0.246 0.22
H 0.77336 -2.09293 4.69680 -0.859 0.800 -0.129 0.23
H 3.21576 1.68591 -5.09323 0.898 -0.427 0.449 0.41
H 2.53419 -0.92582 0.63689 0.204 -0.675 -0.898 0.21
H 1.97408 -2.50867 -0.09378 -0.197 0.832 0.303 0.23
H -0.88344 1.60937 -0.71542 0.298 -1.461 0.506 0.23
H -1.14208 0.06014 -1.54047 0.329 0.200 0.131 0.22
H 2.71043 -0.63405 -1.66242 0.141 -0.064 -0.902 0.24
H 1.06281 -1.49811 -2.05213 1.460 1.405 0.915 0.20
H -1.68188 1.77893 -4.77493 -0.742 -0.608 0.037 0.23
H -0.27111 0.53446 -4.95853 -0.419 0.752 0.074 0.23
H -0.40614 3.69109 -5.07860 0.769 -0.968 0.731 0.26
H 1.62482 1.24598 -0.76269 -0.286 0.458 0.890 0.23
H -0.72878 2.63084 -2.61927 1.247 -1.039 -1.340 0.23
```
Forces are in eV/Å.

- LUMO level: 0.38 eV
- Charge: 0
- 2S+1: 1
- E_HOMO: -0.303 hartree
- Calculated total energy: -27503.696 eV
- Energy above the lowest of the compared OMol25 structures with the same formula, charge and spin: 121.6 kcal/mol
- Max |F|: 0.08901 hartree/bohr
- Frontier orbital gap: 8.61 eV


# 3
A molecular structure, C4H3Br2ClO in a non-equilibrium geometry, computed with ωB97M-V with the def2-TZVPD basis set.

```
11
Properties=species:S:1:pos:R:3:forces:R:3:nbo_charge:R:1
C 2.10749 0.07226 -0.12362 -0.303 -0.046 -0.015 -0.25
C 0.81786 0.04316 -0.45074 0.975 0.054 -0.367 -0.36
C -0.16622 -0.48761 0.47431 -2.476 0.928 0.040 0.55
C -1.72478 0.10710 0.16779 1.310 -0.923 0.229 -0.35
O -0.02917 -1.22386 1.39538 0.283 -0.105 0.030 -0.49
Cl -2.72102 -0.13781 1.59420 0.162 0.097 -0.386 0.06
Br -2.34793 -0.98823 -1.33701 0.047 0.144 0.276 0.08
Br -1.70291 1.96526 -0.37831 -0.033 -0.111 0.220 0.10
H 2.84281 0.50630 -0.77889 0.098 0.058 -0.162 0.21
H 2.45611 -0.31699 0.81998 -0.028 -0.083 0.149 0.21
H 0.46777 0.46042 -1.38308 -0.034 -0.013 -0.014 0.24
```
Forces are in eV/Å.

- LUMO level: -0.35 eV
- Charge: 0
- 2S+1: 1
- E_HOMO: -0.372 hartree
- Calculated total energy: -158850.127 eV
- Max |F|: 0.05143 hartree/bohr
- Frontier orbital gap: 9.77 eV